(1)
{"formula": "C35H58N5O11P2S", "method": "ωB97M-V/def2-TZVPD", "fmax_ev_per_a": 6.62, "spin_multiplicity": 1, "charge": 1, "total_energy_ha": -3550.25943, "species": ["C", "C", "O", "P", "O", "C", "C", "C", "N", "C", "C", "N", "C", "S", "C", "C", "C", "C", "C", "C", "C", "C", "C", "O", "C", "C", "C", "N", "C", "P", "O", "O", "O", "O", "C", "C", "H", "H", "H", "H", "H", "H", "H", "H", "H", "H", "H", "H", "H", "H", "H", "H", "H", "H", "H", "H", "H", "H", "H", "H", "H", "H", "H", "H", "H", "H", "H", "H", "H", "H", "H", "H", "H", "H", "H", "H", "H", "H", "H", "H", "H", "H", "H", "H", "C", "C", "C", "C", "C", "C", "N", "O", "O", "H", "H", "H", "H", "H", "C", "C", "C", "C", "C", "C", "N", "O", "O", "H", "H", "H", "H", "H"], "coordinates": [[-6.306919, 1.822349, 6.817263], [-6.446762, 0.457575, 5.991442], [-5.161410, -0.118117, 5.649017], [-4.712802, 0.286741, 4.048978], [-5.794029, -0.277060, 3.130941], [-2.987570, -0.367696, 3.738213], [-2.854125, -1.317250, 2.455874], [-1.561932, -1.044065, 1.560170], [-0.416913, -1.809406, 2.208205], [0.862008, -1.162437, 1.738479], [0.982288, -1.236687, 0.116374], [2.175820, -2.124642, -0.170456], [3.252825, -1.405452, -0.195064], [4.640332, -0.612772, -0.618064], [-0.297290, -1.955328, -0.546566], [-0.227800, -2.048174, -2.140831], [0.497398, -0.815610, -2.867296], [1.938573, -1.208688, -3.507642], [1.738433, -1.777802, -4.992498], [2.694654, -1.055703, -6.088536], [1.867816, -1.123123, -7.484475], [2.809831, -1.144762, -8.767910], [2.010027, -1.602895, -10.112413], [0.599921, -1.832137, -9.858523], [0.347439, -3.261596, -9.702654], [-1.721915, -1.368856, 0.007898], [-2.827660, -2.456766, -0.340675], [-2.655992, -3.742268, 0.446140], [-2.024523, -0.044763, -0.843244], [-3.362449, 1.086190, -0.154732], [-3.656268, 2.116781, -1.263924], [-2.836024, 2.024981, 1.187837], [-4.841702, 0.322883, 0.172408], [-4.814020, 1.997287, 3.963390], [-5.899132, 2.430452, 3.089805], [-5.983365, 4.034843, 2.949836], [-6.925435, 2.654185, 6.334779], [-5.212050, 2.091101, 6.937947], [-6.750212, 1.667306, 7.857725], [-7.004480, -0.294139, 6.655667], [-7.131133, 0.657754, 5.110285], [-2.700946, -0.985795, 4.665354], [-2.203064, 0.475687, 3.707354], [-2.745159, -2.389281, 2.856926], [-3.841706, -1.298543, 1.898758], [-1.240901, 0.058178, 1.626866], [-0.487336, -1.632003, 3.227663], [-0.462486, -2.823946, 2.027522], [1.742256, -1.668116, 2.247651], [0.887131, -0.066811, 2.081883], [1.133689, -0.164490, -0.222103], [-0.265171, -3.040574, -0.159012], [-1.223838, -2.213549, -2.654771], [0.406057, -2.977107, -2.380491], [-0.153037, -0.543366, -3.775912], [0.546951, 0.137867, -2.241565], [2.417938, -2.020403, -2.875314], [2.599782, -0.278277, -3.463963], [0.675915, -1.657628, -5.391098], [1.977083, -2.896090, -5.085433], [2.871165, 0.045659, -5.815557], [3.680530, -1.631930, -6.179866], [1.176402, -0.209826, -7.509870], [1.246647, -2.084594, -7.416200], [3.695568, -1.857219, -8.691175], [3.247549, -0.114929, -9.027311], [2.484619, -2.525794, -10.596948], [2.059324, -0.775043, -10.900279], [0.308419, -3.783473, -10.718554], [1.195162, -3.707461, -9.071549], [-0.640058, -3.454518, -9.162560], [-3.883196, -2.087707, -0.075000], [-2.874374, -2.760658, -1.433821], [-3.548911, -4.247975, 0.316969], [-1.953778, -4.334618, -0.030410], [-2.289286, -0.262669, -1.925925], [-1.059586, 0.577257, -0.861146], [-3.297564, 1.697869, 1.992908], [-5.216996, -0.088964, -0.632520], [-5.656062, 2.052178, 2.033261], [-6.925361, 2.090187, 3.437984], [-6.666776, 4.492661, 3.748528], [-4.957493, 4.530399, 2.932671], [-6.509498, 4.226195, 1.946564], [9.267225, 0.543733, 1.174821], [10.379637, -0.041097, 1.771276], [10.576740, -1.414616, 1.681159], [9.654072, -2.192199, 0.986368], [8.535138, -1.614795, 0.393546], [8.344371, -0.241521, 0.490962], [9.869671, -3.635812, 0.867015], [10.850013, -4.110740, 1.414444], [9.057200, -4.280402, 0.223161], [9.119257, 1.616872, 1.242356], [11.095381, 0.574760, 2.304393], [11.447094, -1.858807, 2.149893], [7.810828, -2.215538, -0.144656], [7.476885, 0.219241, 0.029881], [-1.563096, 4.740076, 2.585295], [-0.516898, 5.645532, 2.731460], [-0.048126, 5.968778, 4.000237], [-0.632936, 5.374684, 5.115911], [-1.685294, 4.473820, 4.977578], [-2.149748, 4.158274, 3.705655], [-0.125965, 5.692579, 6.452723], [0.784216, 6.499612, 6.537628], [-0.640471, 5.128150, 7.404325], [-1.922975, 4.485706, 1.593143], [-0.064425, 6.097291, 1.855526], [0.767455, 6.675320, 4.101797], [-2.148108, 4.012053, 5.842452], [-2.967525, 3.455578, 3.587081]], "forces_ev_per_a": [[-0.4, -0.4, 0.3], [-1.8, 0.8, 1.4], [1.3, 1.2, -2.7], [-4.7, -0.1, 0.4], [3.0, 0.7, 1.3], [1.5, 0.0, 0.9], [-0.4, -0.6, 0.5], [-1.8, 0.8, -0.2], [0.2, 1.5, 0.1], [1.3, 0.3, -0.5], [-0.9, -0.6, 0.9], [3.3, 4.2, 0.5], [-0.2, -1.3, -2.1], [-3.5, -1.9, 1.4], [-0.5, -0.5, 0.6], [1.3, -0.1, -0.3], [-0.1, 0.0, -1.1], [-0.9, -0.1, 0.3], [1.0, 0.3, -0.7], [-1.0, -0.3, -0.4], [1.0, 0.0, 0.5], [-0.2, -0.1, -1.2], [0.1, 0.6, -0.3], [0.7, -1.5, -0.1], [0.3, -0.2, 0.3], [0.9, -0.6, -1.6], [-0.9, -0.6, 0.4], [0.0, 0.4, -0.8], [0.7, -0.3, 1.5], [-2.3, 4.7, -4.0], [1.2, -2.8, 2.7], [-1.4, -3.3, -1.0], [2.7, 0.2, 0.6], [0.6, -2.6, 0.2], [-0.7, 1.7, -1.9], [-0.4, -0.5, 0.0], [1.2, -1.0, 0.6], [-1.4, -0.1, -0.3], [0.7, 0.2, -1.3], [1.1, 0.8, -1.1], [1.2, -0.6, 0.7], [-0.6, 1.0, -1.1], [-1.3, -0.9, 0.1], [-0.4, 1.5, -0.8], [1.3, 0.1, 0.4], [-0.5, -1.6, 0.1], [0.0, -0.5, -0.6], [-0.1, 0.4, 0.0], [-1.1, 0.4, -0.8], [-0.4, -1.7, -0.4], [-0.2, -1.4, 0.1], [0.2, 1.5, -0.5], [1.0, 0.1, 1.1], [-1.0, 1.3, 0.3], [0.9, -0.2, 1.4], [0.0, -1.4, -0.7], [-0.5, 1.1, -0.6], [-0.8, -1.3, -0.4], [1.2, 0.0, 0.9], [-0.4, 1.5, 0.4], [0.0, -1.7, -0.3], [-1.3, 1.0, 0.2], [0.8, -1.5, -0.1], [0.8, 1.5, -0.4], [-1.1, 0.9, 0.4], [-0.6, -1.4, 0.8], [-0.6, 1.2, 0.8], [-0.1, -1.1, 1.2], [0.1, 0.7, 1.3], [-1.2, 0.4, -0.9], [1.3, 0.6, -0.8], [1.7, -0.3, -0.4], [0.4, 1.1, 1.1], [0.7, 0.2, 0.4], [-0.6, 0.4, 0.3], [0.1, 0.3, 1.5], [-1.6, -0.6, 0.0], [0.3, 0.5, -0.2], [0.3, 0.6, 0.3], [-0.8, 0.3, 1.6], [1.5, 0.0, -0.5], [1.3, -0.6, -1.0], [-1.4, -0.6, 0.1], [0.9, -0.3, 1.4], [0.0, 0.0, 0.0], [-0.2, -0.1, -0.1], [0.1, 0.0, 0.0], [-0.1, 0.8, 0.1], [-0.1, 0.0, -0.1], [0.2, -0.1, 0.1], [0.2, -0.6, 0.0], [-0.4, 0.2, -0.2], [0.2, 0.3, 0.2], [0.0, -0.1, 0.0], [-0.1, -0.1, 0.0], [-0.2, -0.1, -0.1], [0.2, -0.1, 0.1], [0.1, -0.1, 0.0], [0.0, 0.0, -0.1], [-0.1, -0.1, 0.2], [0.1, 0.0, 0.0], [-0.3, -0.2, -0.8], [-0.1, -0.1, 0.1], [0.3, 0.1, -0.1], [0.3, 0.2, 0.6], [-0.3, -0.3, -0.1], [0.1, 0.1, -0.4], [0.0, 0.0, 0.1], [0.0, 0.0, 0.1], [-0.1, -0.1, 0.2], [0.2, 0.2, 0.0], [0.1, 0.1, 0.1]]}

(2)
{"formula": "C35H58O30", "method": "ωB97M-V/def2-TZVPD", "fmax_ev_per_a": 2.23, "spin_multiplicity": 1, "e_above_lowest_kcal_mol": 0.0, "smiles": "C[C@H]1COC(=O)O1.C[C@H]1COC(=O)O1.C[C@H]1COC(=O)O1.CCOC(=O)OC.CCOC(=O)OC.COC(=O)OC.COC(=O)OC.O=C1OCCO1.O=C1OCCO1.O=C1OCCO1", "total_energy_ha": -3625.75407, "species": ["C", "C", "C", "O", "C", "O", "O", "H", "H", "H", "H", "H", "H", "C", "C", "C", "O", "C", "O", "O", "H", "H", "H", "H", "H", "H", "C", "C", "C", "O", "C", "O", "O", "H", "H", "H", "H", "H", "H", "C", "C", "O", "C", "O", "O", "C", "H", "H", "H", "H", "H", "H", "H", "H", "C", "C", "O", "C", "O", "O", "C", "H", "H", "H", "H", "H", "H", "H", "H", "C", "O", "C", "O", "O", "C", "H", "H", "H", "H", "H", "H", "C", "O", "C", "O", "O", "C", "H", "H", "H", "H", "H", "H", "O", "C", "O", "C", "C", "O", "H", "H", "H", "H", "O", "C", "O", "C", "C", "O", "H", "H", "H", "H", "O", "C", "O", "C", "C", "O", "H", "H", "H", "H"], "coordinates": [[2.455751, 11.265771, 6.455851], [1.004890, 10.968201, 6.727999], [0.447548, 9.890226, 5.758628], [0.251733, 8.758477, 6.570942], [0.425781, 9.081911, 7.887459], [0.236514, 8.313630, 8.764680], [0.790405, 10.366636, 8.009452], [2.500136, 11.631917, 5.424093], [3.104978, 10.386693, 6.479662], [2.900026, 12.014282, 7.110207], [0.434045, 11.893098, 6.677928], [1.155271, 9.727614, 4.949553], [-0.459459, 10.272533, 5.302784], [-2.596795, 13.717156, 3.133394], [-2.394322, 14.344520, 4.485005], [-0.945737, 14.732738, 4.807137], [-1.074350, 16.016366, 5.383375], [-2.283042, 16.539807, 5.070978], [-2.593253, 17.671706, 5.230228], [-3.108147, 15.579632, 4.581882], [-2.113386, 14.306394, 2.343853], [-3.647571, 13.578365, 2.884202], [-2.038477, 12.781828, 3.025235], [-2.740893, 13.664171, 5.263119], [-0.293322, 14.653267, 3.933529], [-0.546895, 14.037968, 5.547330], [-4.927276, 17.366587, 9.925486], [-3.808966, 16.387417, 9.781279], [-3.730405, 15.775224, 8.367462], [-2.338491, 15.780339, 8.074845], [-1.669815, 16.512899, 8.999711], [-0.494790, 16.676499, 8.994377], [-2.534127, 17.058230, 9.876971], [-4.675157, 18.273741, 9.379727], [-5.155717, 17.656424, 10.952818], [-5.849347, 16.925185, 9.541755], [-3.774164, 15.570540, 10.505044], [-4.237997, 16.383323, 7.617903], [-4.147046, 14.769730, 8.379028], [-7.521969, 6.967603, 4.361025], [-6.820634, 6.533006, 3.087672], [-5.904711, 7.568517, 2.741331], [-5.220414, 7.457341, 1.598343], [-5.542093, 6.824372, 0.633715], [-4.134298, 8.198277, 1.754388], [-2.998484, 8.122440, 0.895064], [-8.271894, 7.737714, 4.187755], [-6.785796, 7.237790, 5.115237], [-8.084096, 6.099555, 4.719930], [-7.539523, 6.269500, 2.314983], [-6.228025, 5.647807, 3.341475], [-2.969110, 9.011549, 0.268710], [-3.111190, 7.244015, 0.255987], [-2.114402, 8.018902, 1.515308], [-3.658610, 8.988745, 8.144401], [-3.376573, 10.112900, 9.113219], [-2.173463, 9.885899, 9.839917], [-2.143884, 9.032057, 10.871177], [-1.132640, 8.536468, 11.259350], [-3.365271, 8.841690, 11.403847], [-3.383466, 8.001413, 12.549557], [-3.740630, 8.001050, 8.595318], [-2.799623, 8.928651, 7.460034], [-4.498736, 9.239445, 7.491674], [-4.215644, 10.341631, 9.774424], [-3.200075, 11.046961, 8.579157], [-4.396314, 7.984490, 12.940021], [-2.726012, 8.433517, 13.306934], [-3.044095, 6.985016, 12.359222], [1.876031, 9.452597, 1.811289], [1.056405, 10.377046, 1.067989], [0.257730, 11.154254, 1.798981], [0.199946, 11.167979, 3.000362], [-0.482987, 11.962068, 1.050542], [-0.359147, 12.018837, -0.360842], [2.626024, 9.128775, 1.097961], [1.264676, 8.595920, 2.095691], [2.289839, 9.919201, 2.698671], [-0.734458, 12.990936, -0.666090], [-0.946761, 11.248336, -0.866648], [0.664852, 11.888778, -0.707429], [-7.523862, 19.033119, 5.845514], [-7.041925, 17.874508, 5.169790], [-6.735037, 16.829296, 5.930739], [-6.750247, 16.819326, 7.135585], [-6.417186, 15.812265, 5.141946], [-6.003327, 14.599994, 5.785777], [-6.730464, 19.677367, 6.217264], [-8.182774, 18.747230, 6.663662], [-8.105478, 19.561719, 5.093311], [-6.183497, 14.594414, 6.854443], [-4.969682, 14.428703, 5.519746], [-6.608783, 13.826490, 5.308568], [-10.295561, 11.194471, 4.048299], [-9.579008, 11.001141, 4.967850], [-8.505340, 11.759679, 5.292970], [-8.156378, 11.480196, 6.664025], [-8.620966, 10.045430, 6.797862], [-9.685414, 9.966048, 5.837607], [-7.094790, 11.700156, 6.757340], [-8.689309, 12.201201, 7.288522], [-9.013107, 9.801919, 7.782795], [-7.885950, 9.289468, 6.517478], [-4.207323, 12.431194, 6.818699], [-3.955446, 11.574443, 6.032890], [-2.716972, 11.231696, 5.656973], [-2.783356, 10.188642, 4.670134], [-4.237946, 10.254924, 4.240265], [-4.874568, 10.852198, 5.359165], [-2.093672, 10.337779, 3.844947], [-2.557645, 9.253909, 5.175239], [-4.603057, 9.241018, 4.047493], [-4.465927, 10.685356, 3.260341], [-1.335157, 7.172482, 3.778344], [-2.027048, 6.473025, 4.447867], [-1.661909, 5.385231, 5.131243], [-2.706015, 4.999212, 6.029444], [-3.943163, 5.726555, 5.475154], [-3.355341, 6.715074, 4.614891], [-2.789631, 3.920430, 5.887762], [-2.510859, 5.163017, 7.086972], [-4.496990, 6.253003, 6.247268], [-4.571587, 5.065502, 4.883874]], "forces_ev_per_a": [[0.5, 0.1, -0.3], [0.1, -0.5, -0.3], [0.4, 1.4, 0.0], [-0.1, -0.2, -0.1], [-0.3, 0.0, -0.5], [0.2, -0.2, 0.2], [0.2, 0.2, 0.2], [0.1, 0.2, 0.1], [-0.3, -0.2, 0.2], [-0.2, 0.1, 0.1], [-0.2, 0.0, 0.2], [0.0, -0.5, 0.1], [-0.2, -0.4, 0.1], [0.7, 0.0, -0.8], [0.2, -0.6, 0.0], [-0.4, -1.1, 0.4], [0.3, 0.4, -0.6], [0.0, -0.4, 0.2], [-0.1, 0.2, 0.1], [0.3, 0.2, 0.0], [-0.4, 0.4, 0.1], [0.0, -0.1, 0.1], [-0.3, -0.2, 0.5], [-0.2, 0.3, 0.1], [0.0, 0.7, -0.1], [0.1, 0.2, 0.1], [-0.6, 0.1, 0.6], [0.6, -0.2, -0.8], [-0.3, 0.4, 0.4], [0.2, -0.5, 0.2], [-0.2, 0.2, -0.4], [0.1, 0.0, 0.1], [0.0, -0.1, 0.3], [-0.1, -0.1, -0.2], [0.3, -0.1, 0.1], [0.1, 0.1, -0.3], [-0.3, 0.2, 0.2], [-0.1, 0.0, 0.1], [0.3, -0.1, -0.3], [-0.4, -0.6, -0.3], [-0.1, -0.3, 0.8], [-0.2, 0.2, 0.0], [0.0, -0.2, -0.2], [0.1, -0.3, 0.0], [0.5, 0.7, 0.8], [-0.6, -0.6, -0.7], [0.3, 0.3, 0.1], [-0.1, 0.2, 0.1], [0.1, 0.0, 0.1], [0.2, 0.3, -0.3], [0.0, -0.1, -0.4], [0.1, 0.1, 0.1], [0.1, 0.1, 0.0], [0.0, 0.1, 0.1], [0.8, 0.2, -0.8], [-0.5, 0.6, 0.2], [0.1, -0.1, 0.1], [0.1, 0.1, -0.3], [-0.1, 0.0, 0.4], [-0.3, -0.2, -0.3], [0.3, 0.1, 0.8], [-0.4, 0.1, 0.2], [0.0, -0.1, 0.2], [-0.3, -0.2, 0.3], [0.1, -0.3, 0.1], [0.2, -0.2, -0.1], [-0.1, 0.1, -0.2], [0.0, -0.1, 0.0], [0.0, 0.1, -0.3], [-0.4, -0.3, -0.3], [0.0, 0.0, 0.2], [0.3, 0.0, -0.3], [-0.1, 0.0, 0.1], [-0.3, 0.2, 0.4], [0.2, -0.2, -0.9], [0.2, 0.1, 0.2], [0.0, 0.0, 0.1], [0.1, 0.1, -0.1], [0.0, 0.0, 0.1], [-0.1, 0.0, 0.3], [0.1, 0.2, 0.2], [-0.6, 0.1, -0.1], [0.1, -0.1, -0.2], [0.1, 0.1, -0.1], [0.0, 0.0, 0.3], [0.0, 0.2, 0.2], [-0.5, -0.4, -0.8], [0.2, -0.2, 0.0], [0.1, 0.0, 0.1], [0.1, 0.1, 0.0], [0.1, 0.2, 0.0], [0.2, 0.1, 0.3], [0.1, -0.1, 0.2], [-0.2, -0.1, -0.3], [0.5, -0.1, 0.2], [-0.2, 0.2, 0.1], [0.3, 0.6, -0.6], [-0.1, -0.3, 0.2], [-0.2, 0.1, 0.2], [0.1, -0.5, 0.1], [-0.2, -0.3, 0.1], [-0.1, 0.0, 0.0], [0.2, 0.2, 0.0], [-0.2, 0.0, 0.5], [0.1, -0.1, -0.6], [0.4, 0.3, -0.1], [-0.5, -0.1, -0.2], [0.0, -2.0, -0.9], [-0.4, 0.4, -0.1], [0.2, 0.3, 0.2], [0.1, -0.1, -0.1], [-0.2, 0.0, 0.7], [0.2, 1.1, 0.5], [0.3, -0.2, -0.1], [-0.7, 0.4, 0.1], [0.4, 0.4, 0.5], [-0.6, -1.3, -0.6], [0.8, 0.3, 0.1], [0.0, 0.0, 0.1], [-0.2, 0.0, 0.2], [0.5, 0.6, -0.2], [-0.2, -0.1, 0.0], [-0.1, 0.1, 0.0]]}